The ion C6H7N2 with charge +1 at a distorted geometry, computed with the ωB97M-V functional and the def2-TZVPD basis.

```
15
Properties=species:S:1:pos:R:3:forces:R:3:lowdin_charge:R:1
N -0.22494 1.61524 2.37748 -1.934 -0.510 0.713 0.257
C -0.41648 0.90816 1.29027 1.613 0.042 -1.294 -0.286
C -1.10756 -0.29109 1.03533 -0.922 0.193 0.748 0.104
C -1.01813 -1.07880 0.12750 -0.259 -0.737 1.739 0.016
C -0.53575 -1.64864 -1.07928 0.070 1.811 -0.494 -0.084
C 0.83383 -0.87728 -1.22054 -2.192 2.973 -0.062 -0.086
C 0.64519 0.62451 -0.86778 0.431 1.789 -2.675 -0.041
N 0.22784 1.29313 0.13922 0.805 0.752 -0.259 0.135
H -0.94706 1.64433 3.09735 0.290 -0.818 -0.056 0.159
H 0.34006 2.43057 2.45705 0.773 0.502 -0.848 0.140
H -0.25093 -2.65937 -1.02150 -0.563 -1.540 -0.327 0.119
H -1.40330 -1.31436 -1.73133 1.496 -1.010 -0.486 0.176
H 1.31456 -0.79961 -2.16040 -0.227 -0.581 -1.346 0.105
H 1.61143 -1.12896 -0.59708 1.357 -1.748 2.005 0.104
H 0.93124 1.28216 -1.84630 -0.738 -1.118 2.642 0.182
```
Positions in Å, forces in eV/Å.

Values from the calculation:
E_HOMO: -14.11 eV
2S+1: 1
ΔE to the lowest compared entry with this formula, charge and spin: 83.78 kcal per mole
SMILES string: [NH2+]=C1C#CCCC=N1
charge: +1

A cluster of 2 separate species, C4H6N2O2 in total at a distorted geometry, computed with the ωB97M-V functional and the def2-TZVPD basis.

```
14
Properties=species:S:1:pos:R:3:forces:R:3:lowdin_charge:R:1
H -1.78757 -0.58774 2.06649 0.148 0.159 -0.066 0.062
N -1.62720 0.14690 1.37155 1.561 0.388 -0.100 0.116
C -0.43275 0.60972 1.46722 -0.813 0.894 -0.369 -0.217
C -0.01305 1.81027 0.61985 -2.882 2.329 2.447 -0.281
N -0.19975 2.97039 0.51514 0.885 -2.468 -0.194 0.157
H 0.29263 0.31126 2.23794 -0.099 -0.018 -0.353 0.120
C -0.38639 -0.79016 -1.46840 -0.671 0.016 0.731 0.015
C 0.81206 -0.36275 -0.69560 2.887 3.397 -2.298 -0.524
O 1.24034 0.84298 -0.63150 -0.929 -4.468 -0.325 -0.007
O 1.65917 -1.34971 -0.41996 -0.122 -0.088 0.738 0.123
H -0.74927 -1.74936 -1.09745 0.037 0.015 -0.178 0.094
H -1.17794 -0.04837 -1.36316 0.116 -0.031 -0.079 0.089
H -0.10298 -0.87463 -2.52139 0.103 0.000 0.184 0.107
H 2.47270 -0.92879 -0.08072 -0.220 -0.125 -0.139 0.146
```
Positions in Å, forces in eV/Å.

Values from the calculation:
E_HOMO: -9.85 eV
2S+1: 1
ΔE to the lowest compared entry with this formula, charge and spin: 67.45 kcal per mole
SMILES string: [H]/N=C/C#N.CC(=O)O

The molecule C19H26N4OS, computed with the ωB97M-V functional and the def2-TZVPD basis.

```
51
Properties=species:S:1:pos:R:3:forces:R:3:lowdin_charge:R:1
C 1.80582 -4.88886 -1.80603 0.106 0.197 0.174 -0.089
C 2.00489 -3.82626 -0.73130 -0.061 -0.176 -0.085 -0.266
N 0.89011 -2.89656 -0.67095 0.074 0.058 0.087 -0.184
C 0.85222 -1.98288 -1.79647 -0.254 0.033 -0.146 -0.173
C -0.40557 -1.12336 -1.72309 0.342 -0.115 -0.184 -0.177
N -0.38103 -0.34964 -0.49470 0.003 0.048 0.099 -0.119
C -1.37934 0.72111 -0.39068 0.148 0.331 0.056 -0.271
C -2.63946 0.48776 -1.16563 -0.125 0.064 -0.206 -0.469
C -3.74669 -0.14842 -0.69019 0.212 0.105 -0.007 -0.122
C -4.78657 -0.26165 -1.63957 -0.131 -0.030 -0.172 -0.183
C -4.46002 0.29229 -2.83215 0.293 0.142 -0.118 -0.403
S -2.87605 0.95882 -2.81783 -0.376 -0.220 0.377 1.053
C -0.69528 2.08990 -0.65587 -0.311 -0.029 0.131 -0.303
C 0.07635 2.19382 -1.96322 -0.198 0.029 0.161 -0.047
N 0.23197 2.32746 0.43253 0.143 -0.200 -0.254 0.103
C -0.11706 2.96841 1.56958 0.216 0.010 -0.043 -0.456
O -1.17709 3.54619 1.71305 -0.205 0.124 0.091 0.078
C 0.93220 2.95278 2.63368 0.141 -0.054 0.357 -0.112
C 1.74140 1.85050 2.89243 -0.072 0.224 0.012 -0.021
C 2.66403 1.92659 3.92260 -0.021 0.038 0.001 -0.056
C 2.74009 3.10251 4.65475 0.170 -0.340 0.003 -0.147
N 1.96822 4.15131 4.42551 0.075 0.436 0.284 0.069
C 1.08607 4.07425 3.44899 -0.300 -0.140 -0.381 -0.079
C -0.37707 -1.27001 0.62528 0.274 -0.117 0.182 -0.168
C 0.88141 -2.13103 0.55887 -0.264 0.011 0.170 -0.189
H 1.90677 -4.47320 -2.80480 0.008 -0.019 -0.127 0.060
H 2.55019 -5.67225 -1.68810 0.076 -0.090 -0.065 0.069
H 0.81594 -5.32563 -1.70816 -0.098 -0.076 -0.005 0.077
H 2.96322 -3.30053 -0.89714 -0.043 -0.012 0.091 0.120
H 2.06227 -4.32327 0.24098 0.055 0.068 -0.022 0.112
H 0.83293 -2.55777 -2.72246 0.028 0.033 -0.025 0.115
H 1.74274 -1.32602 -1.80811 -0.024 -0.038 -0.029 0.128
H -0.43776 -0.45128 -2.58023 0.000 -0.070 -0.010 0.097
H -1.28396 -1.78922 -1.76319 0.030 0.113 -0.072 0.134
H -1.69114 0.76706 0.66201 0.040 -0.001 -0.192 0.148
H -3.82230 -0.52024 0.31665 0.046 -0.028 0.214 0.114
H -5.73216 -0.73105 -1.43580 -0.177 -0.064 -0.007 0.101
H -5.04688 0.35860 -3.72634 -0.182 -0.011 -0.159 0.060
H -1.46060 2.87076 -0.59355 0.107 -0.114 -0.018 0.151
H 0.84821 1.42956 -2.00002 0.126 -0.096 -0.057 0.074
H -0.58180 2.07812 -2.81808 0.051 0.003 -0.148 0.028
H 0.54773 3.17227 -2.02372 0.030 0.049 -0.030 0.087
H 1.07996 1.78435 0.40048 0.033 0.082 0.084 0.132
H 1.63855 0.93655 2.32190 0.000 -0.059 -0.065 0.101
H 3.30407 1.08988 4.15703 0.051 -0.049 0.039 0.102
H 3.44504 3.20998 5.46864 0.089 -0.084 0.046 0.104
H 0.46138 4.94286 3.29096 -0.102 0.016 -0.078 0.123
H -0.37875 -0.70399 1.56063 -0.025 -0.006 -0.027 0.117
H -1.25860 -1.93294 0.61241 0.009 0.026 0.054 0.130
H 0.89048 -2.82166 1.40571 0.036 0.015 -0.016 0.121
H 1.77095 -1.47597 0.63269 -0.040 -0.013 0.035 0.123
```
Positions in Å, forces in eV/Å.

Values from the calculation:
E_HOMO: -8.77 eV
2S+1: 1
ΔE to the lowest compared entry with this formula, charge and spin: 35.00 kcal per mole
SMILES string: CCN1CCN([C@H](c2cccs2)[C@H](C)NC(=O)c2cccnc2)CC1

A structure of composition C2H4DyF3O2S at a distorted geometry, computed with the ωB97M-V functional and the def2-TZVPD basis.

```
13
Properties=species:S:1:pos:R:3:forces:R:3:mulliken_spin:R:1
C -5.02860 1.44294 -0.81102 -0.796 -0.895 -0.450 0.741
H -6.01157 0.95055 -0.77357 -0.359 0.330 0.629 0.032
H -5.22049 2.03239 -1.72762 1.093 0.109 0.118 0.031
H -4.43594 0.54174 -0.56303 0.757 0.701 -0.395 0.031
Dy -5.54139 3.11102 1.75108 1.714 0.398 0.195 3.951
H -3.61993 2.25074 -0.72027 0.873 1.909 2.465 0.011
S -2.34139 3.96000 1.27229 -0.418 -0.908 0.009 0.099
O -3.05992 3.31549 0.03110 -1.743 -1.291 -1.715 0.078
O -3.32046 3.77339 2.43620 -1.066 -0.382 -0.946 0.009
C -1.07079 2.62078 1.65493 1.101 -0.054 0.487 0.011
F 0.00044 2.84637 0.91603 -0.405 0.128 -0.062 0.000
F -0.75907 2.69984 2.93578 -0.255 0.151 -0.185 0.001
F -1.55091 1.42217 1.38994 -0.496 -0.196 -0.151 0.005
```
Positions in Å, forces in eV/Å.

Values from the calculation:
E_HOMO (spin up / spin down): -18.20 / -18.18 eV
2S+1: 6
ΔE to the lowest compared entry with this formula, charge and spin: 31.59 kcal per mole
charge: +2

A cluster of 7 separate species, C33H67N2O6 in total at a distorted geometry, computed with the ωB97M-V functional and the def2-TZVPD basis.

```
108
Properties=species:S:1:pos:R:3:forces:R:3:lowdin_charge:R:1
C 14.86000 37.06900 40.18600 0.998 8.061 3.975 -0.025
N 14.72500 38.08100 39.12100 3.727 -2.348 -0.989 -0.110
C 13.98100 39.17500 39.21700 -0.289 1.270 -1.788 -0.146
C 14.02000 40.12400 38.29500 0.844 2.771 -2.783 -0.046
C 15.12300 40.10900 37.31600 -0.266 5.401 -4.113 -0.175
C 16.10600 39.12700 37.32300 0.259 -3.043 1.479 -0.084
C 15.86500 38.07200 38.15000 -2.475 2.265 1.666 -0.025
C 15.23800 41.18300 36.23500 -2.566 -3.037 4.187 -0.168
C 13.98300 41.82900 35.83200 -2.517 1.589 -0.116 -0.028
C 14.03500 42.85500 34.93000 4.943 -5.197 3.746 -0.120
N 15.26300 43.20600 34.46100 1.827 4.229 -3.454 -0.163
C 16.50200 42.67700 34.76500 1.862 -1.371 1.933 -0.109
C 16.47500 41.71900 35.74500 0.364 -0.693 -1.405 -0.084
C 15.29800 44.12900 33.29200 0.586 1.293 2.380 -0.046
H 14.62200 36.23600 39.80400 -1.100 -6.751 -2.496 0.000
H 14.12200 37.30300 41.01900 0.630 -0.252 -1.139 0.099
H 15.86500 37.19700 40.69300 -0.813 -0.738 -0.727 0.105
H 13.09800 39.29100 39.70600 -2.505 -0.657 2.514 0.069
H 13.26700 41.01000 38.17100 1.343 -2.226 0.865 0.125
H 16.95000 38.95600 36.64200 -0.428 0.758 0.142 0.112
H 16.54900 37.31900 38.32300 1.063 -1.757 0.134 0.067
H 12.81300 41.71000 36.19600 3.591 -0.486 -0.486 0.154
H 13.18600 43.24400 34.69700 -4.627 3.221 -2.149 0.051
H 17.57600 43.06000 34.35100 -3.344 -0.565 0.783 0.154
H 17.35600 41.17100 36.06800 0.195 0.510 -0.077 0.088
H 14.98400 43.54600 32.51800 -1.238 -0.989 -2.738 0.047
H 16.28000 44.52800 33.03200 0.349 -0.608 0.451 0.072
H 14.74600 45.07300 33.42800 -0.524 -0.675 0.105 0.090
C 10.73100 39.48900 37.59000 6.214 -0.657 5.465 -0.316
O 10.98800 39.96300 38.92800 -0.672 -0.313 -1.247 -0.427
H 11.70500 39.08600 37.15200 -0.680 -0.286 0.203 0.066
H 10.52300 40.18700 36.95400 -1.747 4.817 -3.932 -0.042
H 10.02600 38.79100 37.56400 -3.214 -3.466 -0.204 -0.005
C 14.91400 35.45900 31.42100 -0.700 2.975 1.021 -0.070
C 13.51400 35.33300 32.17600 2.430 -0.654 -0.030 -0.275
O 13.23400 36.56300 32.72000 0.149 2.428 -0.749 -0.139
C 12.00600 36.73200 33.38900 6.307 -3.425 4.068 -0.313
C 11.84000 37.87000 34.16800 4.876 2.947 2.031 -0.076
H 15.38700 34.55000 31.32500 0.856 -2.310 -0.230 0.018
H 15.70600 36.16300 31.88100 -1.645 -1.023 -0.035 0.103
H 14.79100 35.88200 30.43000 -0.314 -0.025 -0.278 0.053
H 13.69000 34.71600 33.07900 -0.351 -0.785 -0.705 0.116
H 12.79100 34.88000 31.43800 0.214 0.553 0.910 0.128
H 12.02800 36.02200 34.23400 -0.583 -1.207 -0.788 0.143
H 11.32100 36.60800 32.77400 -6.683 -1.644 -5.651 0.052
H 11.96100 38.78400 33.71700 -0.178 2.352 -1.845 0.061
H 12.79600 37.92100 34.81700 -2.059 -0.138 0.203 0.143
H 10.90600 37.83800 34.56800 -2.268 -0.014 2.090 0.049
C 7.93600 40.00400 41.28700 2.132 -0.894 -0.389 -0.064
C 6.91600 38.91400 41.05900 0.225 -1.346 -0.523 -0.276
O 6.26200 38.61000 42.26800 0.994 1.649 1.805 -0.154
C 5.26500 37.67900 42.27300 -0.857 1.201 -3.265 -0.423
C 4.72900 37.42000 43.56300 -1.641 2.663 3.861 -0.105
H 8.60400 40.39100 40.43500 -1.329 -0.953 0.722 0.100
H 8.64000 39.47100 41.93200 0.379 0.534 0.224 0.053
H 7.56600 40.83100 41.84900 -0.644 0.599 0.302 0.056
H 7.37300 37.91300 40.82000 0.101 1.106 -0.745 0.129
H 6.20400 39.20000 40.30200 -0.588 -0.069 -0.497 0.105
H 5.52400 36.75800 41.84100 1.188 -1.661 -0.779 0.105
H 4.50200 38.03400 41.58600 -0.715 0.140 -0.297 0.120
H 4.19800 36.49500 43.57900 -1.035 -0.363 -0.084 0.052
H 3.97600 38.44500 43.97000 2.522 -3.393 -0.843 0.174
H 5.60700 37.18700 44.19500 -0.564 0.755 0.437 0.085
C 13.10100 38.44500 44.03400 0.044 -0.538 -1.590 -0.074
C 11.92700 38.51700 43.03400 1.916 -4.250 1.809 -0.222
O 11.93600 37.26900 42.31100 1.442 -0.152 1.284 -0.153
C 11.01400 37.24300 41.30900 -4.051 -3.664 7.092 -0.363
C 10.99100 36.03000 40.59400 0.294 -6.167 0.932 -0.092
H 14.13400 38.45800 43.55200 -1.405 0.037 0.694 0.091
H 12.89700 37.48900 44.54200 0.589 0.484 0.299 0.077
H 12.89400 39.31100 44.63600 0.628 0.261 0.846 0.057
H 12.12200 39.16400 42.28400 -0.482 3.349 -1.765 0.089
H 11.09900 38.46400 43.72500 -1.108 1.038 -0.617 0.119
H 11.11700 37.80700 40.59400 1.191 8.103 -6.490 0.015
H 9.94000 37.32500 41.79700 1.608 0.357 -0.980 0.165
H 10.90900 35.21500 41.34100 -0.384 -0.068 0.090 0.087
H 11.83700 35.58100 40.07900 0.493 1.186 -0.666 0.082
H 10.10100 35.91200 40.03800 -0.810 0.166 -1.069 0.073
C 6.33700 36.93100 32.92500 -2.774 -2.247 4.697 -0.052
C 7.31100 37.33900 34.00500 -9.726 9.801 -3.899 -0.271
O 7.72800 38.58300 33.50400 -0.078 2.050 0.256 -0.123
C 8.26200 39.49700 34.50700 -0.947 -5.821 3.791 -0.298
C 8.74500 40.71300 34.06100 2.926 -1.121 -5.156 -0.076
H 5.43300 37.55000 33.05800 0.577 -0.078 -1.095 0.093
H 6.00600 35.87500 33.20600 0.127 0.989 -0.385 0.099
H 6.84500 36.81100 32.07300 1.284 0.329 -3.756 0.028
H 7.87100 36.68200 34.12000 10.548 -9.982 1.547 0.001
H 6.74800 37.35200 34.87500 -1.054 0.933 2.175 0.112
H 8.96400 38.75500 34.88400 1.018 0.978 1.021 0.102
H 7.60900 39.73200 35.39400 -0.385 -0.834 -0.850 0.147
H 7.94500 41.16900 33.68700 -3.387 2.681 -1.561 0.045
H 9.33200 40.46900 33.12500 0.138 0.717 0.955 0.125
H 9.22900 41.32000 34.70300 1.766 1.617 2.326 0.044
C 9.96400 43.32600 37.22000 7.965 2.504 -4.757 -0.043
C 11.02200 43.45800 38.35000 -0.693 -3.536 -1.970 -0.287
O 12.21100 43.99700 37.88400 0.418 -0.863 -1.592 -0.146
C 13.24900 44.29700 38.80200 -5.381 -3.249 1.899 -0.365
C 14.05800 45.14500 38.17200 5.348 7.192 -5.905 -0.141
H 10.59400 42.61800 36.40200 -1.986 1.663 1.912 0.116
H 9.74800 44.28900 36.60500 0.505 -1.272 1.274 0.092
H 9.12200 42.90200 37.42200 -4.979 -2.852 1.735 -0.020
H 11.05600 42.43000 38.80800 0.679 0.370 -0.591 0.115
H 10.67400 44.01800 39.08900 -1.753 3.011 3.429 0.057
H 13.70200 43.48800 39.28500 0.382 -1.792 0.603 0.121
H 12.76500 44.96100 39.45000 -0.856 0.101 2.569 0.106
H 13.53800 46.20700 38.29500 0.855 -1.726 -1.827 0.127
H 14.43300 44.81700 37.05800 -1.230 1.013 2.569 0.145
H 14.95400 45.47400 38.67300 0.724 -0.784 0.590 0.069
```
Positions in Å, forces in eV/Å.

Values from the calculation:
E_HOMO: -1.93 eV
2S+1: 1
ΔE to the lowest compared entry with this formula, charge and spin: 0.00 kcal per mole
charge: -1